(1)
This record from the Open Molecules 2025 dataset describes 2 unconnected molecules or ions with the total composition C4H7F2N2 at a distorted geometry. The level of theory is ωB97M-V/def2-TZVPD.

Results
**ΔE to the lowest compared entry with this formula, charge and spin**: 589.4 kJ/mol
**HOMO-LUMO gap (spin up / spin down)**: 8.937 / 6.601 eV
**E_HOMO (spin up / spin down)**: -0.5098 / -0.4759 Ha
**Total charge**: +1
**Strongest force on any atom**: 3.69 eV/A

Cartesian coordinates (Å):
1 C -0.8686 0.5463 -0.6142
2 C -2.0886 1.2939 -0.5369
3 C 1.5341 -2.1336 -0.5352
4 C 0.6244 1.2210 1.5024
5 N 1.0290 -0.8634 -0.9377
6 N -0.0873 -0.3493 -0.8117
7 F 1.7454 0.6648 1.1314
8 F 0.0307 0.5134 2.3693
9 H -1.7324 2.2253 -0.1108
10 H -2.5288 1.1881 -1.4990
11 H -2.9053 0.8384 -0.0411
12 H 0.8555 -2.9586 -0.9317
13 H 1.6325 -2.2204 0.5068
14 H 2.5378 -2.1844 -0.9707
15 H 0.2214 2.2187 1.4791

(2)
This record from the Open Molecules 2025 dataset describes a single C3H6N2S molecule at a distorted geometry. The level of theory is ωB97M-V/def2-TZVPD.

Results
**ΔE to the lowest compared entry with this formula, charge and spin**: 220.8 kJ/mol
**HOMO-LUMO gap**: 8.321 eV
**E_HOMO**: -0.2927 Ha
**Strongest force on any atom**: 7.23 eV/A
**SMILES string**: NC(N)=CC=S

Cartesian coordinates (Å):
1 N -0.6385 0.4883 1.1655
2 C -0.5252 0.0683 -0.1125
3 N -1.5920 -0.6167 -0.7488
4 C 0.6398 -0.0103 -0.7769
5 C 1.7996 0.1881 -0.0059
6 S 2.0860 0.5947 1.5231
7 H -1.6203 0.6873 1.5574
8 H 0.2047 0.7259 1.6284
9 H -2.1691 -1.3107 -0.0128
10 H -1.2599 -0.8091 -1.6186
11 H 0.5008 -0.2387 -1.8471
12 H 2.5740 0.2328 -0.7517

(3)
This record from the Open Molecules 2025 dataset describes 2 unconnected molecules or ions with the total composition C3H7N3OS at a distorted geometry. The level of theory is ωB97M-V/def2-TZVPD.

Results
**ΔE to the lowest compared entry with this formula, charge and spin**: 590.7 kJ/mol
**HOMO-LUMO gap**: 8.255 eV
**E_HOMO**: -0.3126 Ha
**Strongest force on any atom**: 7.00 eV/A

Cartesian coordinates (Å):
1 C -1.3461 1.2926 -0.4288
2 C -0.5885 -0.9707 0.1697
3 C 0.7882 -0.5961 0.3977
4 H -1.8916 1.6198 -1.3112
5 H -1.7242 1.8715 0.4016
6 H -0.4123 1.5090 -0.7931
7 H -2.4764 -0.4756 0.2821
8 H 0.2981 0.7288 1.8061
9 H 1.5323 -0.9736 -1.7458
10 H 2.5791 0.2559 0.1858
11 N -1.4797 -0.0524 0.0957
12 N 1.1459 0.1721 1.4518
13 N 1.6707 -1.1928 -0.3912
14 O 2.8705 -0.6955 -0.2998
15 S -0.9661 -2.4929 0.1793

(4)
This record from the Open Molecules 2025 dataset describes a molecular structure, C12H18CaN6 at a distorted geometry. The level of theory is ωB97M-V/def2-TZVPD.

Results
**ΔE to the lowest compared entry with this formula, charge and spin**: 93.7 kJ/mol
**HOMO-LUMO gap**: 12.314 eV
**E_HOMO**: -0.6269 Ha
**Total charge**: +2
**Strongest force on any atom**: 5.69 eV/A

Cartesian coordinates (Å):
1 Ca -0.5158 0.0459 0.2894
2 C -3.7947 -0.9775 -3.5227
3 C -2.8692 -0.4981 -2.4054
4 N -2.1826 -0.1397 -1.5583
5 H -4.2798 -0.2011 -4.1143
6 H -4.5289 -1.6113 -3.0252
7 H -3.2862 -1.5499 -4.2985
8 C 1.3163 -4.3484 -1.3629
9 C 0.7404 -3.0824 -1.0591
10 N 0.3412 -2.0727 -0.7503
11 H 2.0319 -4.5960 -0.5789
12 H 1.7802 -4.2723 -2.3463
13 H 0.5211 -5.0823 -1.4939
14 C 3.0693 1.6349 -2.8418
15 C 1.7997 1.4656 -2.0940
16 N 0.7766 1.2555 -1.5547
17 H 3.8017 2.0278 -2.1367
18 H 2.9682 2.4522 -3.5559
19 H 3.3979 0.7275 -3.3485
20 C 0.0626 5.0436 1.0136
21 C -0.2414 3.5866 0.7620
22 N -0.4763 2.5042 0.5784
23 H 0.6252 5.4256 0.1618
24 H 0.5542 5.2954 1.9533
25 H -0.9142 5.5258 0.9774
26 C -3.4017 -2.1419 3.6267
27 C -2.3285 -1.8535 2.6384
28 N -1.4633 -1.6272 1.8945
29 H -4.1360 -2.8322 3.2115
30 H -3.9573 -1.2534 3.9266
31 H -2.9730 -2.3929 4.5969
32 C 3.2124 0.6906 3.1307
33 C 2.4721 0.4495 1.9044
34 N 1.8159 0.2006 0.9355
35 H 3.4037 1.7548 3.2685
36 H 4.1099 0.0831 3.2470
37 H 2.5482 0.3634 3.9306